59
Properties=species:S:1:pos:R:3:forces:R:3:lowdin_charge:R:1 method="wB97M-V/def2-TZVPD" smiles="CCOC(=O)C1CCN(C(=O)Cn2nc(C)c3c(C)n(-c4ccccc4)nc3c2=O)CC1" homo_ev=-8.52 total_charge=0 total_energy_ev=-39930.6441
C -1.8406 -4.6817 -2.0220 0.1 0.3 0.3 -0.06
C -0.9492 -3.8694 -1.0940 0.1 -0.5 -0.1 -0.21
O -1.6481 -2.7578 -0.5319 0.0 0.3 -0.2 -0.01
C -2.4427 -3.0107 0.5131 -0.3 0.2 0.5 -0.48
O -2.5800 -4.1005 1.0036 0.0 -0.2 0.0 0.12
C -3.1309 -1.7546 1.0085 0.2 -0.1 -0.3 -0.22
C -2.0984 -0.7076 1.4408 -0.2 0.1 0.2 -0.11
C -2.8188 0.5631 1.8941 0.4 -0.1 0.1 -0.13
N -3.6480 1.0707 0.8269 -0.2 -0.4 0.2 -0.05
C -3.4826 2.2052 0.1155 0.2 0.4 0.1 -0.43
O -4.2706 2.5522 -0.7424 -0.1 0.2 -0.3 0.06
C -2.2479 3.0616 0.4229 -0.3 0.2 0.0 -0.02
N -1.0253 2.3965 0.0061 0.3 -0.1 0.7 -0.04
N -0.9579 2.1927 -1.3160 -0.2 -0.1 -1.2 0.16
C 0.0573 1.6296 -1.8734 -0.2 0.1 0.0 -0.27
C 0.0127 1.4600 -3.3560 -0.1 0.0 0.1 -0.02
C 1.1631 1.2128 -1.0685 0.3 0.0 0.9 -0.05
C 2.3984 0.6032 -1.2649 -0.4 0.1 -0.2 -0.16
C 3.0172 0.0615 -2.5008 0.1 0.0 -0.1 -0.01
N 2.9617 0.5184 -0.0317 -0.7 0.3 -0.5 -0.04
C 4.2084 -0.0282 0.3257 0.7 -0.4 0.3 -0.19
C 5.3521 0.2269 -0.4210 -0.2 0.1 0.1 -0.02
C 6.5581 -0.3274 -0.0293 0.1 -0.1 0.0 -0.07
C 6.6293 -1.1200 1.1037 0.1 0.0 0.0 -0.08
C 5.4915 -1.3483 1.8610 0.0 0.0 0.0 -0.07
C 4.2807 -0.8042 1.4772 -0.1 0.0 -0.1 -0.01
N 2.1879 1.0066 0.9350 -0.3 0.4 0.9 0.19
C 1.0948 1.4463 0.3344 0.7 -0.5 -0.9 -0.12
C -0.0564 2.0835 0.9439 -0.3 0.2 0.4 -0.38
O -0.2241 2.3260 2.1278 0.3 -0.1 0.1 0.05
C -4.6763 0.1319 0.4257 -0.2 -0.1 -0.4 -0.13
C -4.0308 -1.1581 -0.0806 -0.1 0.1 0.2 -0.11
H -2.2552 -4.0455 -2.8003 0.0 0.0 -0.1 0.08
H -1.2596 -5.4757 -2.4821 0.0 -0.1 -0.1 0.08
H -2.6556 -5.1251 -1.4556 0.0 -0.1 0.0 0.08
H -0.5780 -4.5010 -0.2802 0.0 0.1 -0.1 0.12
H -0.1093 -3.4296 -1.6364 -0.1 0.0 0.1 0.12
H -3.7412 -2.0436 1.8705 0.1 -0.1 -0.1 0.16
H -1.4442 -0.4794 0.5971 0.0 0.0 0.0 0.12
H -1.4845 -1.0888 2.2577 0.1 0.0 0.0 0.13
H -3.4727 0.3206 2.7413 0.0 0.0 0.0 0.14
H -2.0962 1.3025 2.2320 -0.1 0.0 0.0 0.09
H -2.3615 3.9797 -0.1597 0.0 -0.2 0.1 0.13
H -2.1572 3.3021 1.4833 0.0 -0.1 -0.2 0.13
H -0.8831 1.9409 -3.7371 0.0 0.0 -0.1 0.08
H 0.8916 1.9069 -3.8168 0.1 0.0 -0.1 0.08
H -0.0153 0.4028 -3.6169 0.0 -0.1 -0.1 0.08
H 3.5506 0.8412 -3.0464 0.1 0.0 -0.1 0.09
H 2.2440 -0.3318 -3.1562 0.0 0.0 0.0 0.08
H 3.7184 -0.7360 -2.2625 0.0 0.0 -0.1 0.08
H 5.3091 0.8743 -1.2826 0.0 0.1 -0.1 0.11
H 7.4473 -0.1296 -0.6088 0.1 0.0 0.0 0.11
H 7.5734 -1.5494 1.4025 0.1 0.0 0.0 0.10
H 5.5472 -1.9530 2.7532 0.0 0.0 0.1 0.11
H 3.3854 -0.9590 2.0581 -0.1 0.0 0.0 0.11
H -5.3224 -0.0812 1.2843 0.0 0.0 0.0 0.13
H -5.2679 0.6027 -0.3610 0.0 -0.1 0.2 0.12
H -3.4277 -0.9358 -0.9626 0.0 0.0 0.0 0.13
H -4.8079 -1.8709 -0.3609 0.0 0.0 -0.1 0.13

13
Properties=species:S:1:pos:R:3:forces:R:3:lowdin_charge:R:1 method="wB97M-V/def2-TZVPD" smiles=CSC.SS homo_ev=-8.59 total_charge=0 total_energy_ev=-34709.0670
C 0.9727 2.1721 1.7219 -0.1 0.0 0.0 -0.43
S -0.2778 1.2732 2.6816 0.2 0.0 0.0 0.73
C 0.0816 -0.4675 2.2921 0.1 0.1 0.3 -0.44
H 1.8301 1.5379 1.5112 0.0 -0.1 0.0 0.03
H 1.3129 3.0158 2.3188 0.0 0.0 0.0 0.02
H 0.5545 2.5368 0.7870 0.0 0.0 -0.1 0.02
H 0.2703 -1.0090 3.2240 -0.2 0.1 -0.2 0.03
H -0.7776 -0.8855 1.7801 0.0 -0.2 -0.1 0.01
H 0.9801 -0.5688 1.6844 -0.1 0.1 -0.1 0.02
S -0.6029 -0.6047 -3.1720 -0.2 -0.1 0.0 0.23
S 0.2008 -1.4128 -1.4645 0.1 0.1 0.0 0.22
H 0.3275 0.3196 -3.4180 0.2 0.1 0.0 -0.21
H -0.3148 -0.5449 -0.5786 0.0 0.0 0.0 -0.23

25
Properties=species:S:1:pos:R:3:forces:R:3:lowdin_charge:R:1 method="wB97M-V/def2-TZVPD" smiles="C=[S@](=O)(NC(C)C)C1CC1" homo_ev=-8.44 total_charge=0 total_energy_ev=-21871.4048
C -0.9220 1.7167 -1.2697 0.6 -1.1 0.7 -0.23
S -0.7925 0.5903 -0.0565 0.6 -1.3 -1.0 0.80
O -0.9696 1.1179 1.2741 0.1 0.2 0.7 -0.37
N 0.6645 -0.6354 -0.0499 -2.2 1.3 -0.2 -0.10
C 1.9468 0.0109 -0.2288 0.5 0.4 0.0 -0.53
C 3.0257 -1.0736 -0.2829 -0.3 0.2 -0.2 -0.07
C 2.2723 1.0440 0.8529 -0.1 -0.1 -0.3 -0.07
C -2.0322 -0.6793 -0.3562 0.5 0.4 -0.3 -0.38
C -2.8485 -1.0955 0.8219 0.0 0.0 0.4 -0.13
C -3.4505 -0.2268 -0.2347 -0.1 0.1 0.0 -0.13
H -0.3488 2.6042 -1.0597 0.1 0.2 0.2 0.01
H -0.7028 1.2550 -2.2187 -0.2 -0.1 -0.5 0.01
H 0.6086 -1.0550 0.8721 -0.1 -0.1 0.3 0.08
H 1.8935 0.5158 -1.2036 0.1 0.0 0.1 0.13
H 3.0700 -1.6005 0.6692 0.1 -0.1 0.1 0.08
H 2.7945 -1.7926 -1.0647 0.0 -0.1 -0.1 0.07
H 3.9972 -0.6277 -0.4805 0.1 0.0 0.0 0.08
H 2.3667 0.5595 1.8238 0.0 0.0 0.1 0.08
H 1.4775 1.7830 0.9204 0.0 0.1 0.1 0.05
H 3.2073 1.5509 0.6239 0.1 0.1 0.0 0.08
H -1.7174 -1.3838 -1.1076 0.0 -0.1 -0.1 0.12
H -2.5974 -0.6256 1.7618 0.0 0.1 0.0 0.10
H -3.1551 -2.1270 0.9041 0.1 -0.1 -0.1 0.10
H -4.1846 -0.6418 -0.9101 0.1 -0.1 -0.1 0.11
H -3.6031 0.8165 -0.0009 0.0 0.1 0.1 0.11

105
Properties=species:S:1:pos:R:3:forces:R:3:lowdin_charge:R:1 method="wB97M-V/def2-TZVPD" homo_ev=-11.76 total_charge=+1 total_energy_ev=-86784.7369
C 1.7909 -3.7097 3.7637 -0.4 -0.1 -0.5 -0.04
C 0.6597 -3.0132 3.0172 -0.4 -0.4 0.4 -0.22
O 0.6868 -1.5921 3.1421 -0.1 0.2 0.3 -0.11
C 1.6718 -0.9872 2.3899 0.4 -0.7 -0.3 -0.18
N 1.0892 -0.3962 1.1613 0.5 1.4 0.0 0.15
B 2.1010 -0.0895 0.1037 -0.1 -0.4 -0.7 -0.67
N 2.4483 1.2243 -0.4415 -0.4 -0.5 0.3 0.20
O 2.7076 -1.1992 -0.3641 0.3 0.0 0.6 0.22
C 0.0950 0.5196 1.4200 -0.3 -0.2 0.4 -0.34
N 0.0468 1.4739 2.4318 0.5 -0.6 0.7 -0.33
S 1.5562 2.3180 2.6768 0.6 0.3 -0.4 0.92
C -0.5776 0.9593 3.6774 -0.7 0.8 0.1 -0.17
C -1.2105 2.1013 4.4485 -1.9 0.0 0.4 -0.17
O -2.3887 2.0737 4.7827 1.7 0.0 -0.5 0.04
N -0.9494 0.4307 0.6500 -1.1 0.0 -0.2 0.13
B -1.0276 -0.6273 -0.4459 0.1 -0.5 -0.7 -0.74
O -1.3990 -1.9174 -0.2611 -0.1 0.7 0.3 0.22
O -0.7137 -0.1507 -1.6628 1.1 0.1 0.4 0.10
C -0.1319 -1.0989 -2.5863 -0.5 0.3 -0.6 0.01
C -2.0939 1.2978 0.7123 -0.5 0.4 0.4 -0.72
I -3.7708 0.4620 1.6953 0.4 0.1 -0.4 1.11
C -2.0948 2.4974 0.1350 -0.3 0.1 0.1 -0.78
C -0.8970 3.0513 -0.5743 -0.4 -0.2 0.1 -0.11
I -3.7845 3.7359 0.1463 0.3 -0.2 0.0 0.94
H 2.0069 -4.6351 3.2427 0.3 -0.2 -0.1 0.08
H 2.6712 -3.0814 3.7960 0.3 -0.1 0.1 0.08
H 1.4848 -3.9979 4.7582 0.1 0.2 0.4 0.08
H -0.2750 -3.3191 3.4715 -0.3 0.1 0.0 0.12
H 0.6002 -3.3040 1.9718 0.2 0.2 -0.3 0.10
H 2.2210 -0.2509 2.9691 -0.3 0.3 0.2 0.11
H 2.4039 -1.7116 2.0482 0.1 -0.1 -0.2 0.14
H 1.6690 1.8592 -0.5321 0.1 0.2 -0.1 0.05
H 3.1872 1.6801 0.0758 0.1 0.2 0.0 0.09
H 3.4416 -0.9789 -0.9423 0.2 -0.3 -0.4 0.11
H 1.5065 2.5749 3.9956 -0.2 -0.4 0.1 -0.12
H -1.3809 0.2783 3.4434 0.0 -0.3 -0.2 0.06
H 0.1355 0.4325 4.3042 0.3 -0.1 0.1 0.13
H -0.5971 2.9833 4.7036 0.0 -0.1 0.0 0.12
H -2.1700 -1.9777 0.3212 -0.1 -0.8 0.3 0.07
H 0.2846 -0.5333 -3.4074 0.2 0.3 -0.1 0.08
H 0.6721 -1.6665 -2.1342 0.0 -0.2 0.3 0.09
H -0.9116 -1.7365 -2.9804 -0.1 -0.3 0.1 0.10
H -0.9028 4.1302 -0.5526 0.1 0.2 0.0 0.07
H -0.9245 2.7144 -1.6044 0.1 0.0 -0.3 0.10
H -0.0040 2.6853 -0.0909 0.3 0.1 0.0 0.04
C -2.9025 -1.9762 5.5677 -0.1 0.2 0.0 -0.11
O -2.5678 -0.9400 4.6383 -0.1 -0.5 0.1 -0.20
H -2.0420 -2.6347 5.6525 0.0 0.0 0.0 0.08
H -3.1284 -1.5562 6.5488 0.0 -0.1 0.0 0.09
H -3.7602 -2.5541 5.2146 0.0 -0.1 0.1 0.08
H -3.3290 -0.3555 4.5669 0.1 0.2 0.1 0.02
C 5.0067 1.9741 -2.9376 -0.2 0.0 0.1 -0.14
O 4.9378 0.6964 -2.3050 0.2 -0.2 -0.1 -0.13
H 5.8451 1.9618 -3.6283 0.0 -0.1 0.0 0.09
H 4.0836 2.1629 -3.4899 0.1 0.2 0.0 0.06
H 5.1620 2.7708 -2.2056 0.0 0.0 0.0 0.08
H 4.1844 0.7250 -1.7111 -0.3 0.3 0.0 0.01
C 2.3595 0.7606 -5.8902 0.3 -0.2 0.3 -0.13
O 2.4229 0.5132 -4.4802 -0.3 0.0 0.0 -0.15
H 1.3819 1.1731 -6.1189 0.0 0.0 0.1 0.06
H 3.1226 1.4784 -6.1885 -0.1 0.0 -0.1 0.07
H 2.4941 -0.1725 -6.4435 0.0 0.1 -0.1 0.09
H 3.2932 0.1511 -4.2881 0.1 0.0 0.1 0.06
C -4.9648 2.7503 7.6808 0.1 -0.1 -0.2 -0.15
O -4.1815 1.6421 7.2459 -0.1 -0.1 0.1 -0.14
H -5.2607 2.5638 8.7092 0.0 0.0 0.0 0.08
H -4.3858 3.6767 7.6407 -0.1 0.0 0.0 0.08
H -5.8635 2.8598 7.0683 0.0 0.1 0.1 0.08
H -3.9192 1.8099 6.3373 0.2 0.1 0.0 0.02
C -4.8133 -3.9500 1.2130 0.1 0.0 0.0 -0.11
O -3.7310 -3.0297 1.0362 0.1 0.1 0.2 -0.18
H -5.0441 -4.3766 0.2420 0.0 0.0 0.0 0.09
H -4.5312 -4.7519 1.8972 0.0 0.0 0.0 0.08
H -5.6972 -3.4367 1.5964 0.0 0.0 0.0 0.08
H -3.5285 -2.6576 1.9009 0.0 0.0 0.1 0.03
C 2.6364 4.3092 -7.0485 -0.2 -0.1 -0.1 -0.15
O 2.3914 3.2287 -7.9417 0.1 0.1 0.1 -0.14
H 3.7095 4.4806 -7.0223 0.0 0.0 0.0 0.08
H 2.1398 5.2201 -7.3905 0.0 0.1 0.1 0.08
H 2.2891 4.0682 -6.0380 0.1 0.1 0.0 0.07
H 1.4411 3.0830 -7.9610 -0.1 0.0 -0.1 0.05
C 0.3048 -5.4302 -0.1195 -0.1 0.2 -0.2 -0.14
O 0.7132 -4.3622 -0.9678 0.1 -0.1 0.1 -0.12
H 1.1309 -6.1326 -0.0507 0.0 0.0 0.0 0.08
H 0.0635 -5.0662 0.8838 0.0 -0.1 0.0 0.06
H -0.5656 -5.9462 -0.5314 0.0 -0.1 0.1 0.08
H -0.0191 -3.7426 -1.0267 -0.1 0.1 0.0 0.04
C 2.1473 2.2171 7.4906 0.1 0.1 -0.1 -0.14
O 2.8643 2.3052 6.2543 -0.3 0.0 -0.1 -0.15
H 1.4986 1.3470 7.4356 0.0 0.0 0.0 0.08
H 2.8353 2.0933 8.3279 -0.1 0.0 0.0 0.08
H 1.5362 3.1079 7.6522 0.0 0.0 0.1 0.08
H 3.4399 3.0717 6.3099 0.1 0.0 0.0 0.08
C -0.3420 1.1443 -8.7177 -0.2 0.2 -0.5 -0.16
O -1.2680 2.2095 -8.9364 0.1 0.0 0.3 -0.12
H -0.1044 1.1103 -7.6594 -0.1 0.0 0.0 0.05
H -0.7809 0.1902 -9.0115 0.1 -0.1 0.1 0.08
H 0.5739 1.3218 -9.2898 0.1 -0.2 0.1 0.08
H -1.4757 2.2304 -9.8726 0.0 0.0 -0.1 0.07
C -1.4303 -2.3420 -6.1264 0.2 0.1 0.1 -0.15
O -0.3030 -1.6551 -6.6627 -0.1 0.0 0.0 -0.12
H -1.9812 -2.7724 -6.9575 0.0 0.0 0.0 0.08
H -1.1155 -3.1469 -5.4561 -0.1 0.0 0.0 0.08
H -2.0870 -1.6542 -5.5852 -0.1 -0.1 0.0 0.08
H 0.1825 -1.2754 -5.9261 0.1 0.0 0.0 0.05

Repeat the third record exactly.
25
Properties=species:S:1:pos:R:3:forces:R:3:lowdin_charge:R:1 method="wB97M-V/def2-TZVPD" smiles="C=[S@](=O)(NC(C)C)C1CC1" homo_ev=-8.44 total_charge=0 total_energy_ev=-21871.4048
C -0.9220 1.7167 -1.2697 0.6 -1.1 0.7 -0.23
S -0.7925 0.5903 -0.0565 0.6 -1.3 -1.0 0.80
O -0.9696 1.1179 1.2741 0.1 0.2 0.7 -0.37
N 0.6645 -0.6354 -0.0499 -2.2 1.3 -0.2 -0.10
C 1.9468 0.0109 -0.2288 0.5 0.4 0.0 -0.53
C 3.0257 -1.0736 -0.2829 -0.3 0.2 -0.2 -0.07
C 2.2723 1.0440 0.8529 -0.1 -0.1 -0.3 -0.07
C -2.0322 -0.6793 -0.3562 0.5 0.4 -0.3 -0.38
C -2.8485 -1.0955 0.8219 0.0 0.0 0.4 -0.13
C -3.4505 -0.2268 -0.2347 -0.1 0.1 0.0 -0.13
H -0.3488 2.6042 -1.0597 0.1 0.2 0.2 0.01
H -0.7028 1.2550 -2.2187 -0.2 -0.1 -0.5 0.01
H 0.6086 -1.0550 0.8721 -0.1 -0.1 0.3 0.08
H 1.8935 0.5158 -1.2036 0.1 0.0 0.1 0.13
H 3.0700 -1.6005 0.6692 0.1 -0.1 0.1 0.08
H 2.7945 -1.7926 -1.0647 0.0 -0.1 -0.1 0.07
H 3.9972 -0.6277 -0.4805 0.1 0.0 0.0 0.08
H 2.3667 0.5595 1.8238 0.0 0.0 0.1 0.08
H 1.4775 1.7830 0.9204 0.0 0.1 0.1 0.05
H 3.2073 1.5509 0.6239 0.1 0.1 0.0 0.08
H -1.7174 -1.3838 -1.1076 0.0 -0.1 -0.1 0.12
H -2.5974 -0.6256 1.7618 0.0 0.1 0.0 0.10
H -3.1551 -2.1270 0.9041 0.1 -0.1 -0.1 0.10
H -4.1846 -0.6418 -0.9101 0.1 -0.1 -0.1 0.11
H -3.6031 0.8165 -0.0009 0.0 0.1 0.1 0.11